[1]
This record from OMol25 describes C44H41ClN6PPrS as an isolated structure in a non-equilibrium geometry. The level of theory is ωB97M-V/def2-TZVPD.

```
95
Properties=species:S:1:pos:R:3:forces:R:3
Pr -0.03153 0.32406 0.62627 -2.546 -0.119 -2.904
C -0.69232 0.27483 -3.03585 0.275 -0.229 0.130
N -0.15585 1.32283 -2.15143 0.158 -1.071 1.647
C 1.24174 1.57249 -2.40057 0.651 0.275 -1.222
C -1.04191 2.42415 -2.12349 -0.933 1.989 0.205
C -0.82476 3.64679 -2.81038 -1.521 -1.349 -0.008
C -1.91104 4.52574 -2.96702 0.024 0.414 0.358
C -3.16706 4.21591 -2.41343 0.576 -0.590 -0.210
C -3.36345 3.04619 -1.65824 1.333 0.360 -0.315
C -2.23978 2.24394 -1.33853 0.235 0.963 -0.604
N -2.19672 1.33831 -0.29976 1.303 -1.034 0.416
C -3.03076 1.40460 0.80494 -0.159 -0.306 1.105
C -3.67306 2.56907 1.28597 0.392 -0.438 0.419
C -4.17389 2.60434 2.59526 -0.235 0.043 -0.117
C -4.14486 1.47861 3.44053 0.834 0.116 -0.027
C -3.53091 0.29262 2.98880 -0.475 0.271 -0.383
C -3.08576 0.21614 1.65363 -0.004 1.390 -0.043
N -2.59132 -0.97484 1.05959 1.139 -0.814 -0.236
C -3.18622 -1.30781 -0.25909 -0.588 0.047 -0.196
C -2.66925 -2.19066 1.89057 -0.106 -0.238 0.207
H -0.63747 0.59141 -4.07670 -0.106 0.044 -0.177
H -0.07497 -0.61480 -2.91280 -0.001 -0.160 -0.075
H -1.72238 0.02666 -2.77440 0.125 0.178 -0.012
H 1.40744 2.16600 -3.34390 0.029 -0.719 0.631
H 1.70729 2.14971 -1.60254 -0.049 0.125 0.222
H 1.75252 0.59355 -2.47266 -0.044 0.542 -0.120
H 0.08293 3.85716 -3.35490 0.168 -0.108 0.062
H -1.74285 5.45151 -3.54943 -0.315 -0.627 0.503
H -4.00790 4.87741 -2.55570 -0.044 0.060 -0.200
H -4.33835 2.76547 -1.28885 -0.031 0.208 0.168
H -3.68996 3.44217 0.62772 -0.005 -0.211 0.629
H -4.57520 3.56649 2.94968 0.020 -0.654 -0.096
H -4.51755 1.52239 4.47522 0.159 0.085 -0.653
H -3.44114 -0.57391 3.66674 -0.305 0.555 -0.541
H -4.23922 -1.66135 -0.13718 0.763 0.044 -0.039
H -3.19107 -0.45400 -0.94890 0.022 -0.328 0.512
H -2.54766 -2.07871 -0.69364 -0.293 -0.212 -0.085
H -3.72928 -2.51945 2.05894 0.782 0.353 -0.049
H -2.14605 -3.00504 1.35974 -0.250 0.326 0.194
H -2.17475 -2.04154 2.86713 -0.243 -0.044 -0.434
N -0.42364 3.15846 3.78185 -0.109 0.335 -0.025
C -0.46316 4.26463 2.88091 -0.463 -0.897 -0.721
C -1.03111 5.55716 2.95312 0.696 -0.093 -0.245
C -0.95893 6.35594 1.79329 -0.511 -0.392 0.881
C -0.40250 5.84663 0.60064 -0.078 -0.106 0.227
C 0.14577 4.56685 0.52840 -0.583 0.129 -0.241
C 0.01667 3.73583 1.64640 -0.089 0.218 1.070
N 0.29366 2.36277 1.81011 0.089 0.256 1.242
C 0.03267 2.05924 3.10329 0.268 2.441 -0.102
C 0.39070 0.80932 3.76171 -0.782 -0.367 0.381
C 0.46762 0.60324 5.11394 -0.299 -0.140 -0.253
S 0.64192 -1.07492 5.45159 0.351 0.599 -0.983
C 0.69708 -1.38048 3.76509 -0.239 0.128 -0.057
N 0.50072 -0.33205 2.97411 0.524 -0.554 1.630
H -0.71283 3.19498 4.78363 0.353 -0.143 -1.450
H -1.47258 5.92026 3.88358 0.157 -0.025 -0.353
H -1.40081 7.37803 1.83309 0.461 -0.996 -0.152
H -0.48684 6.45749 -0.29767 0.397 -0.139 0.213
H 0.58179 4.22090 -0.40727 -0.225 -0.047 0.226
H 0.35771 1.33324 5.91072 0.111 -0.214 -0.208
H 0.88106 -2.39820 3.42492 -0.140 0.299 -0.174
Cl 3.10161 0.09157 0.68279 -0.207 -0.492 -0.093
C 3.37782 -1.62680 1.06511 0.462 -1.031 1.116
C 4.15081 -1.88283 2.19750 0.469 0.220 -0.018
C 4.44551 -3.20978 2.57917 0.542 1.057 0.595
C 4.05822 -4.28009 1.80227 -0.387 -0.724 -0.878
C 3.31897 -4.01736 0.64568 -0.497 0.385 -0.390
C 2.90523 -2.70115 0.30741 0.286 0.039 0.166
P 1.82025 -2.30127 -1.09114 0.594 0.487 0.299
C 1.01833 -3.84688 -1.38563 -0.607 -2.258 -1.084
C 1.13353 -4.61526 -2.58713 -0.912 0.293 0.746
C 0.13695 -5.57738 -2.88522 0.757 0.572 0.276
C -0.82146 -5.90745 -1.93788 -0.836 -0.951 0.154
C -0.78516 -5.32645 -0.67208 0.094 0.136 0.198
C 0.11613 -4.30359 -0.40816 -0.229 0.308 -0.420
C 3.03696 -2.10789 -2.41741 0.741 0.692 -0.934
C 4.39161 -1.75860 -2.18769 -0.551 -0.349 0.113
C 5.23148 -1.39602 -3.25150 -0.164 -0.016 1.036
C 4.74745 -1.38757 -4.54209 -0.375 -0.552 -0.683
C 3.46334 -1.88753 -4.81183 -0.028 0.796 0.348
C 2.58949 -2.14301 -3.75711 -0.141 -0.251 -0.131
H 4.61520 -1.01756 2.69646 -0.363 -0.655 0.082
H 5.05614 -3.35952 3.47960 -0.301 0.047 -0.449
H 4.32362 -5.33921 2.01331 -0.106 1.062 0.066
H 3.03201 -4.83925 -0.03825 0.093 0.575 0.591
H 1.96538 -4.43964 -3.27323 -0.552 0.008 0.131
H 0.12426 -6.03354 -3.86830 0.121 -0.153 0.159
H -1.60664 -6.69275 -2.11804 0.989 0.967 -0.079
H -1.48133 -5.64513 0.10749 0.223 0.046 -0.292
H 0.10755 -3.81984 0.56685 -0.094 0.043 -0.030
H 4.79589 -1.79771 -1.16426 -0.172 0.118 -0.617
H 6.25859 -1.13028 -3.00106 -0.254 0.062 -0.298
H 5.34563 -1.03872 -5.37992 0.106 -0.196 0.225
H 3.11544 -1.96512 -5.84278 0.070 0.054 0.320
H 1.55056 -2.42424 -3.99970 0.608 0.235 0.208
```
Positions in Å, forces in eV/Å.

Results
Multiplicity: 3
<S²>: 2.01
E_LUMO (spin up / spin down): -5.95 / -5.81 eV
Relative energy (zero: lowest compared OMol25 entry of this formula, charge and spin): 0.0000 eV
Total charge: +2
HOMO energy (spin up / spin down): -0.412 / -0.412 Eh



[2]
This record from OMol25 describes C44H42BaF9N6PS as an isolated structure in a non-equilibrium geometry. The level of theory is ωB97M-V/def2-TZVPD.

```
104
Properties=species:S:1:pos:R:3:forces:R:3
Ba -11.15573 -3.97773 18.37295 -0.518 -0.033 -0.314
C -12.35363 -0.73926 17.03261 1.488 0.246 -0.523
N -11.09027 -1.51280 16.67624 -0.737 -0.222 0.425
C -11.07161 -1.91403 15.24543 -0.168 0.534 0.919
C -11.78922 -3.17786 14.81400 -0.625 0.102 -0.713
C -12.27236 -3.25895 13.47998 0.859 1.700 1.207
C -12.49780 -4.49940 12.97089 -0.445 0.111 -0.710
C -12.40314 -5.59829 13.78210 -0.163 -0.846 -0.683
C -12.06217 -5.44150 15.08286 1.042 -0.315 1.128
N -11.70339 -4.25348 15.60567 0.004 0.343 -0.156
C -9.84375 -0.72206 16.97799 -0.145 -2.123 0.711
C -9.59307 -0.60858 18.48423 -0.183 0.342 0.207
C -9.05119 0.52953 19.10533 0.413 0.313 -1.060
C -8.72106 0.50377 20.45045 -1.263 -2.295 -0.583
C -9.05016 -0.66719 21.17683 1.126 0.910 0.271
C -9.59241 -1.74095 20.51438 -0.001 1.842 -1.231
N -9.87034 -1.70590 19.19214 0.126 -0.169 0.260
C -13.63200 -1.48091 17.31221 -0.189 -0.556 0.745
C -14.77616 -0.68328 17.30784 0.694 0.298 -0.275
C -15.91207 -1.13456 17.88004 -1.731 -1.098 0.474
C -15.95577 -2.43632 18.37821 -0.515 -0.687 0.697
C -14.81335 -3.21781 18.30893 -0.108 0.428 -0.644
N -13.65437 -2.74930 17.78065 0.195 0.603 0.298
H -12.59508 0.04235 16.28915 0.287 -0.388 -0.218
H -12.13250 -0.11699 17.91509 0.075 -0.499 0.044
H -10.06055 -2.16462 15.00395 0.956 -0.063 -0.033
H -11.25585 -1.00292 14.67715 -0.586 -0.269 -0.647
H -12.31884 -2.31137 12.90961 -0.049 -0.886 0.184
H -12.72788 -4.67340 11.93999 -0.194 0.245 -0.464
H -12.53056 -6.55964 13.31248 -0.111 -0.336 0.341
H -11.86827 -6.32287 15.70739 -0.431 0.372 -0.079
H -9.87436 0.19852 16.46929 0.082 1.524 -0.432
H -8.97126 -1.29406 16.56264 -0.774 0.419 0.250
H -8.78503 1.40761 18.48384 -0.316 -0.614 0.477
H -8.22580 1.31374 20.88551 0.556 1.105 0.748
H -8.74893 -0.75649 22.22743 -0.364 0.060 -0.434
H -9.85766 -2.61442 21.01750 -0.273 -1.424 0.826
H -14.79600 0.31991 16.92417 0.428 0.250 -0.247
H -16.82027 -0.53590 17.90678 0.254 0.019 0.008
H -16.87638 -2.87559 18.83334 0.962 0.642 -0.504
H -14.86674 -4.26725 18.61929 0.359 0.578 -0.027
F -13.43292 -10.26534 24.04418 0.097 -0.220 0.450
C -14.63398 -10.06426 23.51030 -1.011 -0.001 -0.713
F -15.24645 -11.24712 23.32370 0.447 -0.114 -0.055
F -15.40507 -9.41743 24.39196 0.155 0.451 0.384
C -14.53014 -9.30006 22.20024 -0.170 -1.648 0.728
C -15.62381 -9.27744 21.33880 1.217 0.795 -0.812
C -15.42279 -8.68417 20.10440 0.020 0.601 -0.404
C -14.21316 -8.08417 19.70164 0.991 -0.582 2.277
C -13.11982 -8.18195 20.61871 -0.818 -0.311 -0.794
C -13.27690 -8.88905 21.83289 0.894 1.345 -1.136
P -13.88495 -7.18956 18.16411 0.633 -0.070 0.668
C -13.79495 -8.51276 16.94009 1.731 -0.858 -1.243
C -14.89144 -9.20187 16.42433 -0.229 -0.322 0.191
C -14.73641 -10.23125 15.48306 -1.497 0.281 -0.479
C -13.48117 -10.48026 14.95135 -0.566 0.957 1.246
C -12.36649 -9.83514 15.43944 0.129 0.733 1.124
C -12.48480 -8.86042 16.46098 -1.327 -0.864 -0.328
C -13.39919 -11.27726 13.73415 0.713 -0.927 -1.316
F -12.21891 -11.93887 13.57633 -0.716 0.666 0.051
F -14.36356 -12.20482 13.70516 0.098 0.316 -0.606
F -13.52387 -10.40407 12.67121 -0.065 -1.145 0.542
C -15.45495 -6.43376 17.81363 -1.231 0.134 -2.260
C -16.45123 -6.11853 18.72927 0.916 0.021 0.050
C -17.58194 -5.41586 18.34152 0.052 -0.193 0.837
C -17.77950 -5.03983 17.05269 1.952 0.193 -0.687
C -16.76180 -5.27455 16.11438 -0.421 -1.361 -0.393
C -15.66278 -6.07863 16.44116 -1.354 1.348 1.677
C -18.94231 -4.20860 16.70238 -0.676 0.152 -0.092
F -18.80067 -2.93191 17.13408 0.166 0.066 -0.263
F -19.12810 -4.21862 15.39448 -0.028 0.583 -0.912
F -20.07123 -4.64914 17.23862 -0.487 -0.333 0.621
H -16.56985 -9.73048 21.52208 -0.441 -0.202 0.563
H -16.27132 -8.57736 19.45664 -0.281 -0.332 -0.348
H -12.17841 -7.69754 20.31581 -0.282 -0.485 0.411
H -12.41005 -9.08793 22.46903 -0.424 0.245 -0.204
H -15.87713 -8.90912 16.79795 0.178 -0.344 -0.292
H -15.62866 -10.77230 15.03062 1.218 0.861 0.903
H -11.43509 -10.16538 15.01937 0.549 0.327 0.095
H -11.60328 -8.43170 16.93256 -0.083 0.047 -0.248
H -16.23083 -6.40637 19.74761 -0.540 0.273 0.214
H -18.30797 -5.07258 19.04181 -0.454 -0.242 0.742
H -16.95841 -5.01000 15.07694 0.278 0.083 0.195
H -14.99677 -6.35065 15.66441 0.752 -0.231 -0.487
C -8.99725 -6.18715 23.50208 1.274 0.000 0.403
N -10.40577 -6.39536 23.61150 -0.055 -0.473 0.715
C -10.78147 -7.52645 24.50683 -0.461 2.515 0.131
C -11.23513 -5.77694 22.77196 0.274 -0.035 -0.926
S -10.63761 -5.29816 21.18750 -0.336 -0.152 0.738
N -12.49621 -5.56450 23.14542 -0.791 0.624 -1.125
C -13.46948 -5.15994 22.11995 -1.386 -0.041 -0.050
C -12.88638 -5.25054 24.52309 1.291 -0.476 -0.588
H -8.54689 -6.19241 24.50187 -0.178 -0.568 -0.043
H -8.82075 -5.16822 23.21565 0.206 0.277 -0.763
H -8.48094 -6.91804 22.85208 -0.242 0.436 0.223
H -10.42899 -8.40536 24.08259 0.492 -1.797 -1.025
H -11.86357 -7.50923 24.56476 0.062 -0.443 0.524
H -10.23630 -7.42026 25.44983 -0.606 0.193 0.076
H -13.44619 -5.87917 21.27872 0.210 0.695 0.362
H -13.36949 -4.09120 21.76268 0.168 -1.120 0.459
H -14.50999 -5.27493 22.54454 1.131 0.187 -0.190
H -11.96573 -5.19967 25.11281 -0.458 0.400 0.113
H -13.51512 -6.00606 24.90598 -0.674 -1.077 0.588
H -13.48271 -4.36886 24.48544 -0.026 0.999 0.244
```
Positions in Å, forces in eV/Å.

Results
E_LUMO: -4.86 eV
Relative energy (zero: lowest compared OMol25 entry of this formula, charge and spin): 1.8611 eV
Total charge: +2
HOMO energy: -0.490 Eh